1.
This record from OMol25 describes a 4-piece molecular cluster, C54H40ClN4O6 overall. The level of theory is wB97M-V/def2-TZVPD.

Each line ends with the Löwdin charge.
Cartesian coordinates (Å):
C  -2.823  -4.949  6.409  -0.101
C  -3.577  -3.697  5.948  -0.703
Cl  -2.581  -2.223  6.178  0.669
C  -4.126  -3.781  4.536  -0.131
C  -3.106  -3.910  3.466  -0.266
N  -3.340  -4.208  2.207  0.230
C  -2.165  -4.179  1.577  -0.341
N  -1.921  -4.399  0.267  0.183
N  -1.202  -3.853  2.456  0.001
C  0.234  -3.628  2.307  -0.035
C  0.577  -2.213  2.748  -0.225
C  -0.150  -1.151  2.200  -0.032
C  0.133  0.151  2.588  -0.074
C  1.141  0.380  3.524  -0.071
C  1.862  -0.679  4.066  -0.051
C  1.582  -1.986  3.680  -0.029
N  -1.794  -3.700  3.639  0.179
H  -2.999  -5.135  7.459  0.085
H  -1.760  -4.886  6.208  0.063
H  -3.230  -5.796  5.860  0.088
H  -4.419  -3.581  6.618  0.101
H  -4.690  -2.876  4.315  0.135
H  -4.821  -4.611  4.445  0.140
H  -1.362  -5.185  -0.008  0.116
H  -2.211  -3.773  -0.465  0.104
H  0.485  -3.726  1.258  0.134
H  0.765  -4.354  2.910  0.134
H  -0.932  -1.347  1.481  0.113
H  -0.445  0.960  2.172  0.092
H  1.353  1.400  3.804  0.115
H  2.627  -0.449  4.790  0.113
H  2.142  -2.804  4.105  0.115
H  -1.307  -3.412  4.480  0.125
C  2.059  2.406  0.494  -0.054
C  2.496  3.582  -0.109  -0.039
C  3.803  3.685  -0.557  0.011
C  4.679  2.619  -0.393  -0.077
C  4.244  1.449  0.231  -0.081
C  2.930  1.343  0.665  -0.006
C  5.173  0.307  0.459  -0.277
O  4.785  -0.712  0.997  0.090
C  6.586  0.454  0.015  -0.086
C  7.485  -0.576  0.262  -0.004
C  8.800  -0.459  -0.156  -0.054
C  9.221  0.683  -0.829  -0.050
C  8.330  1.714  -1.074  0.003
C  7.013  1.608  -0.647  -0.081
C  6.078  2.742  -0.894  -0.275
O  6.442  3.737  -1.482  0.117
H  1.036  2.325  0.839  0.079
H  1.817  4.418  -0.228  0.100
H  4.149  4.593  -1.030  0.125
H  2.597  0.431  1.140  0.099
H  7.153  -1.463  0.782  0.118
H  9.501  -1.260  0.041  0.109
H  10.248  0.769  -1.159  0.110
H  8.653  2.606  -1.593  0.123
C  -4.685  -3.895  -5.791  -0.053
C  -4.324  -4.366  -7.049  -0.046
C  -2.990  -4.566  -7.362  0.006
C  -2.009  -4.286  -6.420  -0.080
C  -2.369  -3.796  -5.162  -0.087
C  -3.710  -3.610  -4.850  -0.006
C  -1.333  -3.452  -4.153  -0.275
O  -1.644  -3.035  -3.051  0.067
C  0.098  -3.625  -4.523  -0.087
C  1.085  -3.256  -3.617  -0.011
C  2.421  -3.422  -3.942  -0.056
C  2.777  -3.965  -5.172  -0.047
C  1.798  -4.330  -6.081  0.006
C  0.458  -4.154  -5.765  -0.079
C  -0.580  -4.523  -6.770  -0.275
O  -0.269  -4.998  -7.840  0.120
H  -5.728  -3.747  -5.548  0.110
H  -5.087  -4.578  -7.786  0.112
H  -2.704  -4.936  -8.336  0.124
H  -3.986  -3.239  -3.873  0.116
H  0.804  -2.833  -2.663  0.112
H  3.188  -3.127  -3.238  0.108
H  3.821  -4.099  -5.422  0.111
H  2.069  -4.748  -7.041  0.124
C  -2.122  10.118  0.916  -0.050
C  -3.498  10.149  1.117  -0.049
C  -4.221  8.969  1.164  0.002
C  -3.573  7.752  0.999  -0.082
C  -2.193  7.722  0.777  -0.084
C  -1.471  8.909  0.745  0.001
C  -1.482  6.435  0.558  -0.273
O  -0.283  6.397  0.372  0.101
C  -2.287  5.180  0.566  -0.077
C  -1.653  3.972  0.312  -0.005
C  -2.376  2.794  0.327  -0.070
C  -3.740  2.812  0.603  -0.058
C  -4.379  4.015  0.852  0.002
C  -3.657  5.202  0.828  -0.076
C  -4.366  6.493  1.070  -0.275
O  -5.553  6.509  1.314  0.114
H  -1.560  11.041  0.887  0.110
H  -4.006  11.096  1.240  0.111
H  -5.290  8.986  1.326  0.122
H  -0.402  8.879  0.584  0.121
H  -0.593  3.963  0.097  0.096
H  -1.874  1.857  0.119  0.098
H  -4.304  1.888  0.620  0.105
H  -5.439  4.041  1.064  0.122

## Properties
E_LUMO: -2.761 eV
total charge: +1
calculated total energy: -3212.30851 hartree
max |F|: 0.019 Eh/bohr
HOMO level: -11.23 eV



2.
This record from OMol25 describes C54H40GeIrN4O2 as an isolated structure. The level of theory is wB97M-V/def2-TZVPD.

Each line ends with the Löwdin charge.
Cartesian coordinates (Å):
Ir  1.162  -0.647  0.053  1.184
O  5.112  5.510  -1.578  0.108
C  5.681  4.382  -2.063  -0.486
O  6.697  4.471  -2.700  0.094
C  5.003  3.088  -1.755  -0.143
C  3.726  3.005  -1.210  0.046
C  3.133  1.787  -0.945  -0.166
C  3.814  0.586  -1.218  -0.223
C  5.108  0.679  -1.768  -0.007
C  5.679  1.906  -2.038  -0.022
N  3.188  -0.593  -0.885  -0.082
C  3.769  -1.778  -1.102  -0.122
C  3.200  -2.923  -0.513  -0.288
C  3.729  -4.228  -0.660  -0.041
C  3.153  -5.272  0.011  -0.093
C  2.046  -5.034  0.843  -0.086
C  1.564  -3.746  0.917  -0.166
N  2.098  -2.716  0.259  -0.016
H  4.342  5.299  -1.036  0.087
H  3.144  3.889  -0.982  0.101
H  1.129  1.963  -1.077  0.105
H  5.678  -0.216  -1.972  0.090
H  6.671  1.970  -2.466  0.117
H  4.681  -1.885  -1.676  0.098
H  4.595  -4.372  -1.295  0.105
H  3.549  -6.275  -0.097  0.100
H  1.554  -5.828  1.388  0.098
H  0.706  -3.510  1.537  0.096
N  -4.037  7.412  -0.624  0.127
C  -3.554  6.376  -0.486  -0.200
C  -2.951  5.076  -0.313  -0.248
C  -2.501  4.668  0.948  -0.033
C  -1.954  3.420  1.123  -0.015
C  -1.842  2.514  0.036  -0.238
C  -2.283  2.957  -1.242  -0.039
C  -2.828  4.210  -1.405  -0.045
C  -1.326  1.239  0.210  0.007
C  -0.814  0.104  0.374  -0.303
H  -2.576  5.351  1.784  0.119
H  -1.593  3.107  2.090  0.107
H  -2.161  2.298  -2.093  0.112
H  -3.153  4.541  -2.384  0.114
C  -0.691  -1.284  0.704  -0.444
Ge  -1.939  -2.484  -0.158  0.985
C  -1.186  -4.195  -0.689  -0.294
C  -1.640  -5.404  -0.162  -0.097
C  -1.136  -6.617  -0.626  -0.094
C  -0.181  -6.633  -1.633  -0.100
C  0.276  -5.437  -2.174  -0.090
C  -0.221  -4.231  -1.701  -0.129
C  -2.840  -1.809  -1.750  -0.249
C  -3.034  -2.646  -2.850  -0.098
C  -3.793  -2.232  -3.941  -0.092
C  -4.377  -0.974  -3.946  -0.100
C  -4.205  -0.131  -2.855  -0.090
C  -3.447  -0.547  -1.767  -0.108
C  -3.311  -2.810  1.204  -0.257
C  -2.928  -3.307  2.454  -0.120
C  -3.851  -3.477  3.478  -0.093
C  -5.183  -3.143  3.270  -0.103
C  -5.583  -2.646  2.037  -0.093
C  -4.654  -2.482  1.014  -0.092
H  -0.705  -1.479  1.779  0.046
H  -2.395  -5.404  0.617  0.091
H  -1.495  -7.548  -0.203  0.096
H  0.206  -7.577  -1.999  0.096
H  1.029  -5.442  -2.952  0.104
H  0.159  -3.303  -2.117  0.106
H  -2.585  -3.632  -2.865  0.090
H  -3.928  -2.896  -4.786  0.097
H  -4.972  -0.654  -4.793  0.096
H  -4.666  0.850  -2.844  0.100
H  -3.338  0.115  -0.918  0.087
H  -1.889  -3.563  2.641  0.098
H  -3.529  -3.859  4.439  0.098
H  -5.906  -3.266  4.068  0.096
H  -6.620  -2.379  1.871  0.098
H  -4.985  -2.094  0.057  0.093
N  1.811  1.692  -0.378  -0.016
C  1.581  2.442  0.858  -0.205
C  1.526  1.676  2.016  -0.196
C  2.082  0.340  2.043  -0.169
C  1.819  -0.523  3.145  -0.134
C  1.020  -0.147  4.181  -0.129
C  0.536  1.195  4.204  -0.098
C  0.807  2.073  3.201  -0.065
C  1.311  3.877  0.758  -0.197
C  0.785  4.462  -0.409  -0.076
C  0.570  5.829  -0.517  -0.097
C  0.865  6.677  0.542  -0.112
C  1.389  6.124  1.706  -0.095
C  1.618  4.761  1.808  -0.049
H  2.991  0.155  1.484  0.087
H  2.285  -1.504  3.146  0.096
H  0.797  -0.829  4.993  0.084
H  -0.068  1.526  5.043  0.093
H  0.412  3.079  3.255  0.086
H  0.513  3.834  -1.250  0.105
H  0.151  6.231  -1.433  0.103
H  0.703  7.744  0.459  0.092
H  1.644  6.768  2.541  0.096
H  2.060  4.356  2.711  0.108

## Properties
E_LUMO (spin up / spin down): 2.276 / 1.356 eV
spin multiplicity: 5
energy relative to the best compared isomer or geometry (same formula, charge and spin): 15.5 kcal/mol
total charge: -1
calculated total energy: -4632.45859 hartree
max |F|: 0.010 Eh/bohr
HOMO level (spin up / spin down): -3.19 / -3.73 eV